{"formula": "C81H138BN5O29", "method": "ωB97M-V/def2-TZVPD", "elements": ["H", "H", "H", "C", "H", "H", "H", "C", "H", "C", "O", "C", "H", "O", "C", "C", "H", "H", "C", "H", "H", "O", "H", "H", "H", "H", "C", "H", "O", "H", "O", "H", "C", "H", "H", "H", "C", "O", "H", "C", "H", "C", "C", "C", "C", "H", "H", "C", "H", "O", "C", "C", "O", "O", "H", "C", "H", "O", "H", "C", "H", "H", "H", "H", "H", "H", "H", "H", "C", "C", "H", "C", "H", "H", "C", "H", "C", "H", "H", "C", "H", "C", "H", "H", "H", "H", "C", "C", "C", "C", "H", "H", "H", "H", "O", "H", "C", "H", "H", "H", "N", "H", "H", "H", "C", "H", "C", "C", "C", "B", "H", "H", "O", "C", "H", "H", "H", "C", "C", "H", "H", "O", "O", "N", "C", "H", "C", "O", "C", "O", "H", "C", "H", "O", "H", "C", "C", "H", "H", "H", "H", "H", "C", "C", "C", "O", "H", "C", "C", "C", "H", "H", "H", "H", "C", "H", "H", "H", "H", "H", "C", "N", "H", "C", "H", "O", "H", "C", "C", "O", "H", "O", "C", "H", "N", "H", "H", "O", "C", "H", "C", "H", "H", "H", "H", "H", "H", "H", "O", "H", "C", "H", "H", "H", "C", "C", "H", "C", "H", "C", "H", "H", "H", "C", "H", "H", "H", "H", "H", "H", "H", "O", "H", "H", "O", "C", "C", "H", "H", "N", "C", "C", "O", "C", "O", "C", "H", "C", "C", "O", "H", "H", "H", "C", "C", "H", "H", "H", "H", "C", "H", "H", "H", "C", "H", "C", "O", "H", "H", "H", "C", "H", "C", "C"], "coordinates": [[14.20075, 12.54132, 17.18603], [15.12971, 27.41276, 11.37702], [16.85122, 14.93631, 15.06025], [12.53180, 24.42887, 17.29250], [20.10652, 19.10428, 13.87556], [10.04090, 17.54128, 12.71251], [12.77277, 19.02108, 13.32506], [11.87553, 12.67163, 19.09602], [19.35712, 18.78753, 20.14930], [12.95570, 23.33284, 10.25147], [17.55911, 16.25965, 19.05970], [11.64482, 15.78573, 16.88610], [18.17621, 26.24905, 15.34803], [11.92320, 23.98517, 9.53090], [19.65471, 23.85712, 10.51473], [9.12696, 27.90471, 11.28102], [16.62002, 25.41113, 12.96692], [16.83533, 23.98444, 15.59196], [15.28299, 26.81466, 12.30809], [17.75377, 19.10349, 19.54281], [8.93571, 25.85486, 10.23126], [13.23412, 24.52665, 18.54631], [16.32286, 13.56716, 11.15559], [17.36478, 16.38636, 12.94919], [9.55916, 21.93039, 13.33847], [10.21555, 24.78014, 19.63597], [14.30474, 23.09554, 14.22107], [12.85393, 23.78726, 11.21552], [18.39080, 23.13417, 21.36751], [15.38485, 17.14197, 14.96070], [10.18097, 13.86109, 18.03686], [18.89397, 18.70837, 17.34846], [18.88077, 26.23532, 17.39362], [10.78921, 23.25738, 17.83791], [12.00076, 20.59152, 13.72204], [11.04210, 26.09028, 10.67598], [20.91961, 26.33552, 15.91883], [18.75675, 27.43998, 12.90343], [8.65053, 29.92831, 11.89418], [9.67601, 22.04005, 14.41109], [17.62125, 23.58787, 10.97464], [15.46987, 15.38629, 13.61236], [10.53194, 17.52061, 13.66683], [12.25435, 14.43146, 17.16672], [16.46299, 23.03061, 20.05783], [14.28912, 12.28868, 14.12468], [10.55728, 26.24521, 15.35124], [13.14793, 17.05873, 20.61710], [11.50563, 13.81783, 20.82964], [12.84944, 25.00175, 20.67214], [17.83070, 19.98376, 11.78506], [10.17706, 26.56544, 13.27611], [17.18321, 19.13324, 12.74085], [17.61306, 18.50334, 14.85566], [20.24163, 26.63302, 15.09854], [17.63058, 24.37032, 16.29633], [14.75160, 24.58764, 9.96731], [13.75484, 24.11251, 13.88259], [18.79978, 23.29755, 13.92759], [20.21203, 25.63782, 17.11775], [15.16151, 11.45361, 12.91894], [13.03860, 13.61471, 15.18720], [12.29030, 26.12022, 12.91573], [10.10714, 12.97565, 20.10226], [19.96904, 17.49441, 18.17701], [10.50487, 27.97396, 14.90625], [20.73753, 25.49422, 9.58232], [19.60773, 26.13864, 10.77944], [7.61114, 20.72961, 15.11978], [14.60585, 19.28423, 16.37855], [12.78574, 22.26008, 10.35243], [11.49894, 11.38596, 18.27616], [10.37706, 28.40175, 9.71564], [12.55446, 16.30658, 22.66850], [15.58466, 22.59272, 13.54038], [18.49006, 25.81616, 18.31470], [13.80795, 23.98732, 8.12019], [11.28996, 19.87683, 17.45052], [10.45919, 24.67085, 16.86719], [11.16472, 12.89324, 20.33988], [16.95288, 17.48711, 17.50781], [12.31139, 24.42400, 8.31456], [14.44259, 26.13026, 12.34714], [19.70979, 21.51707, 16.33610], [14.85196, 28.69784, 13.45948], [8.23880, 29.49651, 10.26679], [13.37983, 12.73037, 19.25746], [19.50792, 23.72325, 14.66966], [13.64020, 14.53206, 17.68034], [12.56254, 17.14750, 21.99166], [20.45961, 23.22720, 10.11670], [14.18509, 17.20521, 13.72760], [18.04309, 16.19718, 17.12427], [10.64362, 24.42382, 13.29656], [13.34460, 18.83424, 23.66496], [11.51093, 17.49000, 21.84028], [9.17203, 20.71467, 14.98179], [15.06628, 27.18475, 14.33809], [9.43050, 21.46944, 16.97352], [17.97382, 21.75182, 15.97954], [14.34432, 14.79107, 12.79615], [8.50317, 27.24588, 9.31418], [15.09852, 12.50740, 10.38329], [12.52057, 19.04001, 19.81464], [8.26070, 29.08848, 11.30660], [19.61692, 24.76358, 14.38319], [16.12033, 22.65865, 21.47338], [17.99700, 17.04438, 20.11120], [9.87157, 25.09661, 12.98767], [15.00609, 21.25106, 15.32688], [19.20202, 20.52430, 14.40097], [12.00651, 11.42945, 17.31350], [13.96363, 22.26046, 15.13785], [10.58409, 28.16639, 10.79173], [11.40388, 19.72291, 12.32113], [14.12129, 16.57911, 20.62277], [12.41876, 27.19648, 10.56512], [17.56580, 27.30301, 12.93626], [17.92582, 19.00931, 13.79084], [14.19039, 18.64981, 19.51949], [9.10317, 19.69424, 16.94128], [13.64978, 19.16019, 21.54087], [7.98864, 27.26996, 13.16238], [20.00378, 24.17919, 17.00427], [10.78750, 18.92681, 14.23304], [19.91715, 19.56112, 11.53702], [18.93902, 23.61258, 16.06217], [17.89068, 16.70741, 21.23182], [17.40806, 22.81544, 22.25132], [17.09247, 24.22071, 8.15981], [14.90706, 22.85435, 9.58214], [17.84266, 16.95586, 17.83737], [19.43492, 21.24589, 12.05350], [14.42091, 19.93224, 15.27701], [14.24204, 15.04200, 16.87525], [10.07892, 26.96734, 14.73505], [11.04212, 25.11431, 19.02614], [9.74018, 17.04618, 14.23992], [20.44646, 23.16396, 14.51460], [19.01605, 27.30055, 17.68030], [15.41234, 23.36328, 21.95487], [18.56275, 23.35194, 19.41794], [16.07266, 14.32436, 14.62899], [18.29470, 23.48101, 10.13607], [11.47336, 26.99511, 11.10439], [8.83804, 19.33417, 13.21705], [18.60764, 22.08846, 17.61273], [16.48219, 15.86203, 12.50603], [17.91760, 24.39311, 8.97194], [15.13046, 12.40325, 13.41399], [17.20285, 13.13148, 13.20708], [12.39475, 16.55702, 19.97031], [15.26566, 14.31079, 15.36411], [17.27206, 20.93553, 11.76764], [19.28702, 19.74013, 13.63895], [10.60943, 15.84142, 16.45844], [10.74298, 22.16337, 14.58656], [11.40994, 16.82261, 13.65933], [12.41934, 16.21043, 16.23263], [18.33203, 22.43588, 9.79784], [11.58796, 26.90111, 12.66363], [9.55210, 19.62114, 14.21915], [17.85754, 24.78998, 20.15102], [19.27547, 20.16986, 12.19740], [7.13983, 19.75043, 15.24297], [14.21427, 18.23826, 16.84374], [15.73420, 21.69117, 21.71388], [17.84064, 23.64917, 20.13855], [14.27388, 23.72856, 9.52786], [17.67367, 22.80302, 23.42496], [16.55852, 22.16403, 19.41545], [15.68675, 21.45454, 16.62485], [13.03370, 12.91722, 12.06327], [12.93934, 23.52609, 16.77981], [9.14323, 27.32935, 12.60739], [9.01358, 24.76097, 13.55177], [7.50628, 26.71369, 10.67324], [16.08541, 20.06302, 18.35555], [12.13840, 13.58960, 15.82999], [21.75968, 25.78209, 15.52274], [11.06555, 24.31825, 17.69481], [9.65722, 24.90572, 11.94756], [20.92167, 24.91781, 19.05519], [16.84057, 26.28264, 16.54290], [12.27310, 13.23940, 12.79594], [16.83682, 15.06755, 11.86722], [15.26154, 13.34681, 18.41186], [12.95206, 11.85463, 11.94926], [16.12162, 22.95406, 12.45758], [17.71970, 19.46088, 10.81367], [13.36141, 18.46682, 20.21216], [12.28864, 18.52514, 15.54138], [15.71915, 23.66540, 19.60334], [11.43923, 14.18283, 15.20849], [8.51140, 26.84654, 10.33963], [15.36612, 27.74791, 13.44918], [10.36190, 11.26714, 18.21214], [14.23731, 13.18661, 18.05898], [17.11534, 26.07966, 11.29691], [21.15718, 25.69343, 18.32096], [10.93598, 29.00512, 11.36713], [14.01449, 16.07935, 15.08340], [9.15316, 22.91966, 14.78402], [9.64372, 20.49639, 16.44255], [11.80135, 20.96491, 16.16477], [14.73322, 14.24026, 10.47542], [7.26637, 21.28598, 16.00990], [22.22783, 25.59624, 18.05913], [13.63122, 13.38329, 20.08055], [14.25839, 24.79700, 7.52694], [7.02929, 21.13883, 14.26682], [15.93618, 21.44132, 14.23170], [11.60373, 16.39342, 17.79158], [19.77288, 23.85748, 11.61916], [20.93691, 23.45385, 17.12046], [12.46389, 24.92493, 19.52934], [14.51023, 13.35081, 12.34042], [13.74311, 11.69774, 19.42124], [11.68225, 12.59685, 15.96202], [11.44010, 13.70248, 18.16150], [14.73040, 16.52233, 14.34210], [16.66401, 26.26300, 12.25940], [16.74712, 28.20347, 13.54251], [19.73973, 25.30771, 10.02220], [18.85658, 25.37258, 8.92048], [11.25300, 18.82763, 15.63698], [16.02725, 16.64256, 11.87310], [13.19859, 18.40868, 22.55446], [17.83936, 25.88781, 16.32419], [11.62736, 25.07645, 7.59748], [21.38526, 27.25766, 16.29766], [9.03583, 27.02437, 15.01667], [17.32932, 23.87339, 17.24726], [18.84830, 22.15488, 16.52111], [18.52980, 18.37356, 19.53009], [10.62733, 18.12048, 16.18609], [12.77990, 25.33043, 16.74718], [13.60998, 15.14598, 18.58583], [7.24447, 28.95678, 11.69095], [15.23412, 13.40562, 10.99584], [12.61609, 13.31623, 11.14227], [11.94550, 27.85334, 13.14183], [11.86544, 10.55516, 18.86411], [16.39149, 13.05598, 13.97371], [11.17852, 12.01585, 21.03294], [18.99029, 17.94291, 18.12370], [13.50247, 15.43745, 12.33495], [10.90534, 26.15190, 18.76439], [16.70865, 12.34213, 14.70380], [13.86433, 23.05413, 7.52610], [15.63749, 20.27779, 17.24291], [21.01282, 26.69537, 18.78393], [11.12902, 20.13634, 16.39265], [11.82004, 19.59864, 13.32179]], "forces_ev_per_a": [[0.14, -0.43, 0.07], [-0.05, -0.30, 0.44], [0.80, -0.49, 0.34], [0.38, -1.12, 0.19], [0.50, -0.57, 0.41], [0.50, 0.25, -0.76], [-0.72, 0.44, -0.17], [0.94, -0.83, -3.33], [-0.59, -0.48, -0.25], [0.58, 1.00, -0.03], [0.44, 0.63, 0.78], [0.05, 0.65, 0.07], [-0.26, -0.03, 0.02], [-1.23, 0.01, -0.61], [1.66, 1.36, 2.13], [1.66, -2.31, -0.62], [0.74, -0.19, -0.76], [0.84, 0.76, 0.31], [-0.72, 1.74, -2.98], [-0.76, 0.39, -0.24], [0.57, 0.06, 0.46], [1.25, -0.26, -0.75], [-0.85, -0.15, -0.54], [-0.54, -0.56, -0.06], [-0.20, 0.47, -0.32], [0.29, 0.08, 0.66], [0.35, 1.54, -1.28], [0.41, -0.06, 0.91], [0.28, 0.53, -0.11], [0.33, -0.27, -0.22], [-0.17, -0.16, -0.03], [0.50, 0.11, 0.26], [-1.13, 0.88, 0.86], [0.22, 0.42, 0.14], [0.43, 0.25, -0.05], [0.25, -0.14, 0.14], [-0.37, 0.50, 0.13], [-0.13, -0.38, 0.09], [0.36, -0.30, 0.15], [0.28, -0.50, -0.28], [-0.46, -0.09, -0.04], [-0.67, 0.47, -1.34], [-0.02, -1.07, 0.48], [-1.52, -2.01, -0.78], [-0.08, -0.55, -0.95], [0.84, 0.10, 0.36], [0.66, -0.54, 0.62], [-0.74, -1.40, -0.76], [-0.11, -0.39, 0.03], [-0.07, 0.32, -0.69], [-1.12, -0.14, -1.41], [1.44, -0.18, -0.87], [-0.76, -0.17, -0.76], [-0.42, -0.05, -1.13], [0.33, -0.21, 0.36], [0.11, -1.79, 0.01], [0.14, 0.23, 0.32], [-0.22, -0.11, 0.23], [0.07, 0.07, 0.37], [1.66, -0.55, 0.06], [0.88, -0.68, -0.16], [-0.09, -0.40, 0.70], [0.08, -0.31, 0.37], [-0.10, 0.35, 0.05], [0.28, -0.23, -0.24], [0.00, -0.50, -0.12], [-0.35, 0.01, 0.30], [-0.51, -1.09, -0.70], [-1.11, 0.38, -0.57], [2.40, 0.14, 3.29], [-0.07, -0.01, -0.39], [-1.19, -0.12, 1.67], [1.05, -0.05, 0.77], [0.26, -0.21, -0.02], [2.29, -2.12, -2.76], [0.06, -0.30, 0.38], [-1.24, 0.42, -0.95], [0.78, 0.17, -0.12], [-0.38, 0.31, 0.21], [-1.59, -0.84, 2.23], [-0.12, 0.20, 0.08], [1.89, -1.01, 0.38], [0.27, -0.35, 0.31], [0.11, 0.38, -0.13], [-0.74, -0.12, -0.43], [-0.31, -0.29, 0.60], [1.39, -1.56, -0.66], [-0.55, -0.52, -1.34], [1.60, 0.89, -0.81], [-1.19, 1.56, 0.53], [-0.32, 0.22, -0.21], [-0.24, 0.13, -0.73], [0.41, -0.63, -0.83], [0.92, -0.21, 0.17], [-0.51, -0.76, 0.54], [0.32, -0.45, 0.33], [-2.54, 1.58, 3.26], [0.37, 0.25, 0.41], [0.33, -1.03, -0.28], [0.34, -0.19, 0.27], [7.02, -6.55, 4.46], [-0.18, 0.03, 0.25], [-0.04, -0.02, 0.27], [-0.33, -0.48, 0.00], [-0.66, 2.62, -1.09], [0.26, 0.09, -0.13], [-0.27, 1.12, 1.72], [-0.28, 0.97, -1.98], [-0.46, -0.22, 0.66], [0.58, 0.36, 0.25], [0.31, 0.10, -0.41], [-0.27, -0.29, 0.20], [-0.71, -0.02, 0.66], [-2.30, 0.27, -0.21], [0.12, -0.23, -0.05], [-0.01, -0.49, -0.13], [-0.05, -0.43, 0.63], [-1.07, 0.67, -0.38], [1.97, 0.07, 3.23], [0.05, -0.16, 0.45], [-0.19, -0.04, -0.13], [0.06, -0.63, -2.27], [0.01, -0.18, -0.07], [-5.02, 2.73, -2.35], [1.14, -1.48, -0.88], [-0.01, 0.42, 0.50], [1.25, -0.24, 0.86], [-0.08, -0.56, 1.54], [0.92, 0.85, 0.25], [-1.73, 0.19, -1.50], [0.62, 0.16, 0.02], [0.23, 0.05, 0.10], [0.71, -0.32, 0.03], [-0.98, -0.79, -0.69], [-0.42, -0.22, 1.08], [0.01, 0.63, -0.08], [-0.22, -0.51, -1.77], [0.01, -0.19, 0.63], [-0.20, 0.41, 0.42], [-0.29, -0.31, -0.85], [0.21, -0.24, -0.38], [0.25, -0.29, -1.06], [-1.85, 3.60, -1.10], [-0.90, -1.39, -0.69], [0.42, 0.53, 0.15], [-1.33, 0.53, -1.06], [0.19, 0.10, -0.86], [0.42, 1.44, 1.26], [2.30, -0.75, 1.63], [-1.71, 2.36, -1.12], [-0.69, 0.04, 0.54], [0.95, 0.05, 0.05], [0.26, -0.84, 0.21], [0.18, -0.45, -0.01], [-1.46, -0.09, -0.04], [1.20, -0.59, 0.13], [0.13, 0.10, 0.17], [-0.50, 0.95, 0.04], [-0.73, 0.51, -0.07], [-0.80, 0.26, -0.01], [-0.68, 0.61, -0.52], [-0.64, -1.55, -1.97], [-0.18, -1.29, 0.30], [-0.06, 0.78, -0.71], [0.66, -0.27, 0.02], [0.05, 1.23, -1.25], [-0.34, -0.81, -0.40], [0.31, 1.35, 1.27], [-0.58, -1.06, 0.26], [-0.75, -0.58, -0.48], [-0.21, -0.39, -0.01], [-0.46, -1.18, -0.59], [-0.34, 0.33, -0.06], [-0.37, 0.90, 0.26], [-1.32, 0.74, 0.92], [-0.55, 0.20, 0.08], [-0.89, -0.19, 0.06], [-0.48, -0.04, -1.88], [-0.48, 1.31, -0.79], [0.02, -0.56, -0.10], [0.32, -0.44, -0.14], [0.06, 0.07, -0.29], [-0.04, 0.25, -0.08], [0.36, 0.54, 0.00], [0.76, -0.13, 0.21], [0.08, -0.02, 0.16], [-0.09, -0.31, -0.23], [0.19, -0.82, 0.12], [-1.97, -0.90, 4.28], [0.04, 0.49, 0.42], [0.49, 2.40, 1.07], [0.03, -0.48, 0.64], [-0.19, 0.34, -0.08], [0.01, -0.58, 0.19], [-0.29, 0.60, -0.97], [0.32, 0.80, 1.71], [1.65, 0.38, -0.27], [-1.06, 1.24, 0.45], [-0.20, -0.66, -0.24], [0.24, 1.42, 0.68], [0.35, 0.82, -0.22], [0.48, 0.25, -0.86], [-0.14, -0.21, 0.03], [0.73, 1.84, -0.96], [-0.09, -0.13, -0.41], [0.68, -0.21, -0.12], [0.58, 0.09, -0.30], [-0.66, -0.03, -0.05], [0.17, 0.01, 0.42], [0.28, -0.43, 0.46], [0.79, 0.03, 0.23], [0.11, 2.54, -1.92], [0.20, 0.06, 0.11], [0.09, -0.11, -0.56], [5.25, -3.34, 0.91], [-1.15, -0.46, 2.12], [-2.14, -0.08, -0.38], [-0.32, 0.41, 0.79], [0.56, 0.49, -0.21], [-0.89, 2.10, -0.11], [0.82, -0.45, 1.87], [1.04, -0.80, 1.57], [0.18, -0.76, 0.22], [2.14, 0.65, 0.06], [-1.08, 0.77, -0.40], [0.88, 0.65, 0.23], [-0.16, -0.44, 0.19], [0.74, 0.59, 0.15], [-0.52, -0.33, 0.14], [-0.55, 0.27, -0.33], [-0.34, -0.08, 0.04], [-0.14, -0.16, 0.08], [-0.34, 1.18, -0.09], [-1.65, -0.30, 0.11], [1.96, -0.76, 0.57], [0.34, -0.26, -0.14], [-0.14, 0.16, -0.42], [0.30, 0.28, -0.21], [0.28, -0.46, -0.39], [0.35, 0.05, 0.07], [0.40, 0.26, -0.26], [-0.18, -0.63, -0.72], [0.13, -0.58, -0.09], [0.39, -2.18, -0.43], [0.58, 0.69, -0.36], [-2.08, 0.30, 0.16], [-6.12, 5.05, -3.70], [-0.10, 0.57, 0.19], [0.89, -0.38, 0.67], [-0.26, 0.54, 0.13], [-0.97, -0.63, 1.84], [0.26, -0.55, -0.07], [-0.65, -0.45, 2.28], [0.26, 0.20, 0.35]], "mulliken_spin": [-0.003, 0.000, 0.005, 0.000, 0.000, 0.003, 0.006, -0.021, 0.000, 0.000, 0.000, 0.017, -0.003, 0.000, -0.003, -0.011, 0.000, 0.013, 0.000, 0.000, -0.005, 0.000, 0.001, 0.015, -0.005, 0.000, -0.002, 0.000, 0.002, -0.005, 0.508, 0.000, 0.094, 0.001, -0.026, -0.004, 0.038, 0.000, -0.005, 0.053, 0.000, -0.047, -0.010, -0.073, -0.005, -0.010, 0.009, -0.002, -0.008, 0.000, 0.000, -0.022, 0.001, -0.004, -0.004, 0.071, 0.000, 0.003, 0.016, -0.040, 0.000, 0.035, 0.010, 0.002, 0.000, -0.011, 0.000, 0.000, 0.017, -0.001, 0.000, 0.044, -0.002, 0.000, -0.001, -0.031, 0.000, -0.001, 0.001, 0.019, 0.000, 0.000, 0.000, 0.012, 0.000, -0.001, 0.037, 0.055, 0.114, 0.001, 0.000, 0.018, 0.000, 0.006, 0.000, 0.000, -0.034, 0.000, 0.001, 0.009, 0.488, 0.002, 0.001, 0.000, 0.025, -0.016, 0.000, 0.000, 0.028, 0.005, -0.001, -0.010, -0.002, 0.043, -0.007, -0.003, -0.001, 0.000, 0.004, 0.000, -0.010, 0.000, 0.508, 0.343, -0.051, 0.000, 0.001, 0.000, 0.000, 0.000, 0.000, 0.000, 0.000, -0.006, 0.010, -0.001, 0.000, -0.012, -0.007, -0.002, 0.000, -0.005, 0.065, 0.000, -0.029, 0.541, -0.038, 0.024, 0.000, 0.033, -0.001, -0.002, -0.030, 0.000, 0.002, 0.022, -0.014, 0.026, 0.008, 0.000, 0.050, 0.339, -0.002, 0.000, -0.002, 0.006, 0.000, 0.020, 0.000, 0.000, 0.003, -0.006, 0.025, -0.001, 0.386, -0.012, 0.001, 0.001, 0.008, -0.002, -0.002, -0.010, 0.000, -0.001, -0.007, 0.005, -0.002, 0.001, 0.000, 0.000, 0.000, 0.023, 0.001, 0.004, 0.035, 0.000, 0.004, -0.021, 0.000, 0.016, -0.003, -0.034, 0.002, 0.068, -0.004, 0.003, 0.000, 0.001, -0.003, 0.000, -0.002, -0.001, -0.031, 0.001, 0.534, 0.000, -0.056, -0.001, -0.001, 0.412, 0.000, 0.000, 0.000, 0.000, 0.000, 0.061, -0.008, 0.000, -0.023, 0.000, 0.002, 0.005, -0.059, 0.006, 0.000, -0.007, 0.000, -0.052, 0.004, 0.029, -0.002, 0.005, 0.000, -0.028, -0.001, 0.000, 0.504, 0.000, -0.002, 0.000, 0.001, 0.000, -0.026, 0.075], "energy_ha": -5649.80085, "homo_energy_ev": [-5.5, -7.6], "s2": 8.77, "lumo_ev": [1.0, 1.0], "spin_multiplicity": 6, "charge": -1, "homo_lumo_gap_ev": [6.52, 8.67]}